Entry 1:
# C8H12N6O2

A cluster of 2 separate species, C8H12N6O2 in total (ωB97M-V with the def2-TZVPD basis set, the OMol25 dataset).

As for the energy relative to the best compared isomer or geometry (same formula, charge and spin): 19.4 kJ/mol. The calculation puts the LUMO energy at -1.57 eV. The calculated total energy comes out at -21521.1021 eV. As for the SMILES: O=[N+]([O-])c1ccc2nnnn2c1.CN(C)C.

Geometry (Å):
O1 0.596 -1.397 -2.342
N1 1.375 -0.411 -2.458
O2 1.793 0.003 -3.562
C1 1.738 0.238 -1.239
C2 2.568 1.401 -1.271
C3 2.950 2.023 -0.100
C4 2.568 1.410 1.112
N2 2.822 1.727 2.398
N3 2.199 0.766 3.149
N4 1.577 -0.105 2.394
N5 1.777 0.287 1.095
C5 1.253 -0.286 -0.048
H1 2.850 1.762 -2.253
H2 3.526 2.935 -0.012
H3 0.786 -1.264 0.034
C6 -2.290 -2.086 0.232
N6 -1.895 -0.694 0.233
C7 -2.315 0.004 -0.962
C8 -2.288 -0.010 1.443
H4 -1.920 -2.568 1.143
H5 -3.388 -2.224 0.205
H6 -1.863 -2.575 -0.651
H7 -1.952 1.035 -0.914
H8 -1.892 -0.500 -1.832
H9 -3.414 0.023 -1.077
H10 -1.900 1.015 1.408
H11 -3.387 0.032 1.571
H12 -1.872 -0.540 2.304

Atomic partial charges in e from the Mulliken method, atoms 1 to 4: -0.5666, 0.9692, -0.5856, -0.0800

***

Entry 2:
# C26H33N3O6P2Rh

A structure of composition C26H33N3O6P2Rh (ωB97M-V with the def2-TZVPD basis set, the OMol25 dataset).

Its expectation value of S² is 6.055. As for the energy relative to the best compared isomer or geometry (same formula, charge and spin): 352.9 kJ/mol. The calculation puts the LUMO energy (alpha / beta) at -2.45 / -5.94 eV. The total charge is +1. The calculated total energy comes out at -65829.4177 eV. Its multiplicity is 5.

Geometry (Å):
Rh1 0.476 0.231 1.913
O1 4.146 1.952 -2.052
C1 4.768 1.191 -1.159
O2 5.939 0.868 -1.304
C2 3.975 0.809 -0.032
C3 4.445 -0.128 0.947
N1 3.405 -0.368 1.813
N2 2.338 0.338 1.415
C4 2.671 1.169 0.390
C5 1.555 2.094 -0.064
O3 1.710 2.775 -1.118
O4 0.478 2.104 0.610
H1 3.323 2.412 -1.673
H2 5.394 -0.619 1.037
H3 3.420 -1.066 2.529
C6 -2.751 1.425 2.042
P1 -1.299 0.918 3.068
C7 -0.737 2.461 3.904
C8 -2.028 -0.141 4.414
C9 -1.113 -1.298 4.649
P2 0.604 -1.007 3.870
C10 1.562 -0.114 5.151
C11 1.395 -2.658 3.728
H4 -2.357 1.928 1.184
H5 -3.279 2.070 2.721
H6 -3.369 0.588 1.744
H7 -1.423 2.731 4.708
H8 -0.633 3.289 3.227
H9 0.244 2.296 4.313
H10 -2.929 -0.556 3.980
H11 -2.179 0.547 5.319
H12 -1.535 -2.201 4.161
H13 -0.951 -1.514 5.773
H14 1.033 0.851 5.575
H15 2.627 -0.024 4.812
H16 1.588 -0.854 5.965
H17 1.746 -3.110 4.660
H18 2.279 -2.596 3.059
H19 0.744 -3.389 3.139
C12 1.513 2.542 -5.089
C13 0.262 1.762 -4.840
C14 -0.861 2.047 -5.614
C15 -2.148 1.505 -5.405
C16 -2.262 0.625 -4.322
C17 -1.104 0.249 -3.539
N3 -1.286 -0.373 -2.338
C18 -1.894 -1.608 -2.085
C19 -2.657 -2.292 -3.017
C20 -3.753 -3.087 -2.704
C21 -3.752 -3.738 -1.453
C22 -2.784 -3.297 -0.584
C23 -1.886 -2.215 -0.799
C24 -1.145 -1.674 0.344
O5 -1.222 -2.231 1.462
O6 -0.440 -0.620 0.104
C25 0.210 0.616 -3.984
C26 1.321 -0.042 -3.249
H20 1.266 3.425 -5.697
H21 2.240 1.921 -5.566
H22 1.975 2.903 -4.170
H23 -0.755 2.802 -6.384
H24 -2.908 1.656 -6.140
H25 -3.165 0.081 -4.207
H26 -0.555 -0.143 -1.589
H27 -2.457 -2.039 -4.127
H28 -4.651 -3.087 -3.320
H29 -4.487 -4.557 -1.235
H30 -2.674 -3.674 0.392
H31 1.881 -0.653 -3.929
H32 0.819 -0.746 -2.535
H33 2.076 0.542 -2.798

Atomic partial charges in e from the Mulliken method, atoms 1 to 4: 0.4218, -0.5918, 0.2885, -0.6103

***

Entry 3:
# C7H17NO

A structure of composition C7H17NO (ωB97M-V with the def2-TZVPD basis set, the OMol25 dataset).

As for the energy relative to the best compared isomer or geometry (same formula, charge and spin): 271.6 kJ/mol. The calculation puts the LUMO energy at 0.85 eV. The calculated total energy comes out at -11070.3237 eV.

Geometry (Å):
C1 -0.125 0.195 0.433
C2 -0.502 0.062 -1.429
C3 1.295 0.444 0.174
C4 2.072 0.522 1.813
C5 -0.898 1.358 1.023
C6 0.011 -1.249 -1.997
C7 -2.014 0.144 -1.565
N1 -0.399 -1.004 1.112
O1 2.057 -0.735 2.463
H1 1.782 -1.420 1.837
H2 -0.052 0.905 -1.961
H3 0.188 -1.789 0.856
H4 -1.360 -1.130 1.396
H5 1.835 -0.408 -0.222
H6 1.506 1.394 -0.303
H7 1.593 1.261 2.465
H8 3.112 0.829 1.661
H9 -1.968 1.161 0.986
H10 -0.622 1.493 2.068
H11 -0.686 2.277 0.483
H12 -0.339 -1.404 -3.022
H13 -2.505 -0.583 -0.914
H14 1.099 -1.293 -2.024
H15 -0.360 -2.094 -1.410
H16 -2.328 -0.075 -2.591
H17 -2.392 1.139 -1.332

Atomic partial charges in e from the Mulliken method, atoms 1 to 4: 1.5258, 0.4640, -1.5215, -0.4601

***

Entry 4:
# C5H10OS2

A structure of composition C5H10OS2 (ωB97M-V with the def2-TZVPD basis set, the OMol25 dataset).

As for the energy relative to the best compared isomer or geometry (same formula, charge and spin): 434.8 kJ/mol. The calculation puts the LUMO energy at -0.20 eV. The calculated total energy comes out at -29060.4114 eV.

Geometry (Å):
C1 -1.233 2.152 -0.368
C2 -0.076 0.958 -0.472
C3 0.154 0.358 1.007
C4 -0.391 -2.378 0.644
C5 0.909 -2.308 -0.175
H1 -1.270 2.678 -1.237
H2 -1.132 2.817 0.423
H3 -2.339 1.812 -0.225
H4 -0.276 0.353 -1.200
H5 1.677 1.951 -1.527
H6 1.274 0.208 0.647
H7 0.121 1.090 1.693
H8 0.763 -3.077 -0.962
H9 1.168 -0.947 -0.266
H10 1.746 -2.649 0.680
O1 1.337 1.600 -0.622
S1 -0.889 -1.063 1.550
S2 -1.542 -3.554 0.410

Atomic partial charges in e from the Mulliken method, atoms 1 to 4: -1.3001, 0.1385, -1.0445, 0.3060

***

Entry 5:
# C6H11IO

A cluster of 2 separate species, C6H11IO in total (ωB97M-V with the def2-TZVPD basis set, the OMol25 dataset).

As for the energy relative to the best compared isomer or geometry (same formula, charge and spin): 106.9 kJ/mol. The calculation puts the LUMO energy (alpha / beta) at 0.58 / 0.58 eV. The calculated total energy comes out at -16544.9618 eV.

Geometry (Å):
C1 0.622 1.583 0.320
C2 0.936 0.416 -0.181
C3 1.561 2.649 0.803
C4 -1.405 -0.611 -1.953
C5 -0.780 -1.954 1.413
C6 -0.708 -1.246 -0.803
O1 -1.444 -1.376 0.313
I1 2.842 -0.399 -0.492
H1 -0.432 1.823 0.409
H2 1.468 3.544 0.188
H3 1.308 2.916 1.827
H4 2.592 2.304 0.769
H5 -0.695 -0.333 -2.725
H6 -2.133 -1.306 -2.383
H7 -1.943 0.272 -1.617
H8 0.017 -1.281 1.750
H9 -0.341 -2.922 1.147
H10 -1.517 -2.081 2.203
H11 0.052 -1.999 -0.988

Atomic partial charges in e from the Mulliken method, atoms 1 to 4: 0.1990, -0.4818, -1.1378, -1.0939

***

Entry 6:
# C4H6O2

An isolated molecule of C4H6O2 (ωB97M-V with the def2-TZVPD basis set, the OMol25 dataset).

As for the energy relative to the best compared isomer or geometry (same formula, charge and spin): 120.8 kJ/mol. The calculation puts the LUMO energy at 1.08 eV. The calculated total energy comes out at -8339.2094 eV. As for the SMILES: O=COC1CC1.

Geometry (Å):
O1 2.063 -1.463 0.334
C1 2.087 -0.368 -0.159
O2 1.112 0.549 -0.091
C2 -0.094 0.119 0.518
C3 -1.111 -0.497 -0.382
C4 -1.287 0.916 0.118
H1 2.926 0.048 -0.737
H2 0.023 -0.245 1.534
H3 -0.825 -0.612 -1.423
H4 -1.744 -1.285 0.015
H5 -1.105 1.716 -0.594
H6 -2.046 1.121 0.867

Atomic partial charges in e from the Mulliken method, atoms 1 to 4: -0.4776, 0.1084, -0.3023, 0.0911

***

Entry 7:
# C22H19NO4RuS4

A structure of composition C22H19NO4RuS4 (ωB97M-V with the def2-TZVPD basis set, the OMol25 dataset).

Its expectation value of S² is 0.760. As for the energy relative to the best compared isomer or geometry (same formula, charge and spin): 72.4 kJ/mol. The calculation puts the LUMO energy (alpha / beta) at 2.67 / 2.67 eV. The total charge is -1. The calculated total energy comes out at -78728.9514 eV. Its multiplicity is 2.

Geometry (Å):
Ru1 -0.819 0.268 0.075
S1 -1.822 -1.935 -0.145
C1 -1.594 -2.662 1.424
C2 -2.666 -3.211 2.130
C3 -2.479 -3.818 3.358
C4 -1.213 -3.886 3.924
C5 -0.133 -3.364 3.230
C6 -0.317 -2.764 1.993
S2 1.068 -2.148 1.067
C7 1.687 -0.879 2.196
C8 2.153 0.370 1.491
C9 3.212 1.069 2.060
C10 3.600 2.276 1.509
C11 2.917 2.733 0.400
C12 1.878 1.975 -0.129
C13 1.179 2.503 -1.350
S3 -0.641 2.494 -1.232
C14 -0.990 1.904 -2.888
C15 -1.544 2.759 -3.822
C16 -1.814 2.305 -5.109
C17 -1.516 0.992 -5.439
C18 -0.974 0.127 -4.500
C19 -0.716 0.561 -3.203
S4 -0.006 -0.490 -2.007
N1 1.513 0.804 0.400
H1 -3.659 -3.115 1.711
H2 -3.331 -4.225 3.889
H3 -1.066 -4.350 4.891
H4 0.867 -3.436 3.641
H5 2.522 -1.258 2.787
H6 0.880 -0.602 2.880
H7 3.699 0.665 2.937
H8 4.403 2.856 1.944
H9 3.153 3.687 -0.050
H10 1.433 1.861 -2.196
H11 1.529 3.513 -1.550
H12 -1.759 3.782 -3.537
H13 -2.255 2.968 -5.841
H14 -1.726 0.626 -6.437
H15 -0.775 -0.905 -4.760
O1 -2.747 0.875 0.033
C20 -3.325 0.601 1.163
O2 -2.860 -0.082 2.054
H16 -4.332 1.056 1.242
C21 -0.679 3.042 3.533
C22 -0.447 2.682 2.068
O3 -0.092 3.563 1.280
O4 -0.591 1.446 1.800
H17 -1.424 3.835 3.588
H18 0.247 3.442 3.951
H19 -1.009 2.180 4.106

Atomic partial charges in e from the Mulliken method, atoms 1 to 4: 0.9707, -0.3176, 0.5077, -0.5990

***

Entry 8:
# C4H9NO

An isolated molecule of C4H9NO (ωB97M-V with the def2-TZVPD basis set, the OMol25 dataset).

As for the energy relative to the best compared isomer or geometry (same formula, charge and spin): 121.3 kJ/mol. The calculation puts the LUMO energy at 0.90 eV. The calculated total energy comes out at -7831.0630 eV. As for the SMILES: CC[C@H](N)C=O.

Geometry (Å):
C1 0.772 -2.149 0.423
C2 -0.138 -0.956 0.548
C3 0.188 0.143 -0.494
N1 1.514 0.686 -0.296
C4 -0.911 1.210 -0.499
O1 -1.799 1.377 0.284
H1 1.796 -1.815 0.570
H2 0.567 -2.839 1.246
H3 0.640 -2.684 -0.516
H4 -1.210 -1.156 0.514
H5 -0.013 -0.497 1.536
H6 0.139 -0.251 -1.516
H7 1.570 1.244 0.551
H8 1.747 1.325 -1.047
H9 -0.803 1.898 -1.376

Atomic partial charges in e from the Mulliken method, atoms 1 to 4: -1.1661, -0.5249, 0.1581, -0.6077

***

- Which value of energy relative to the best compared isomer or geometry (same formula, charge and spin) does entry 2 give?
  352.9 kJ/mol